Density functional theory data (wB97M-V/def2-TZVPD) for C4H8ClFeO12S2 as an isolated structure.

Calculated values
Highest occupied orbital energy (alpha / beta) (eV): -12.61 / -12.61
LUMO (alpha / beta) (Ha): -0.2722 / -0.3303
Net charge: +1
Calculated total energy (Eh): -3579.46219
Spin multiplicity: 5
Max |F| (eV Å⁻¹): 4.8
Energy relative to the best compared isomer or geometry (same formula, charge and spin) (eV): 4.330

Structure (XYZ):
```
28
C4H8ClFeO12S2 (wB97M-V/def2-TZVPD)
Fe 2.380 3.833 4.331
Cl 0.471 1.484 1.165
S 4.381 3.349 -5.691
S -3.841 -5.352 3.741
O 0.809 0.248 0.657
O 5.760 2.979 -6.084
O -4.474 -6.381 4.583
O 3.382 1.989 -5.742
O 3.554 4.472 -6.264
O -4.823 -4.149 3.383
O -0.485 2.219 0.393
O 1.604 2.283 1.539
O -0.032 1.287 2.488
O -3.213 -5.867 2.503
O 4.184 3.413 -4.073
O -2.918 -4.325 4.708
C 2.841 3.138 -3.891
C 2.679 1.824 -4.593
C -4.174 -2.917 3.361
C -3.203 -2.906 4.482
H -2.364 -2.408 3.997
H 2.214 3.859 -4.414
H 3.163 1.109 -3.929
H -3.672 -2.999 2.397
H 2.595 3.004 -2.837
H 1.723 1.398 -4.899
H -4.952 -2.155 3.305
H -3.589 -2.428 5.383
```

Want to see where the charge sits? The natural (NBO) charges in e are: 0.999, 2.526, 2.407, 2.450, -0.688, -0.802, -0.840, -0.665, -0.852, -0.676, -0.686, -0.637, -0.513, -0.861, -0.660, -0.681, -0.124, -0.091, -0.109, -0.097, 0.195, 0.211, 0.164, 0.189, 0.197, 0.215, 0.223, 0.208

Density functional theory data (wB97M-V/def2-TZVPD) for one molecule with the formula C2.

Calculated values
Highest occupied orbital energy (eV): -10.81
LUMO (Ha): -0.1465
Calculated total energy (Eh): -75.85131
Max |F| (eV Å⁻¹): 4.8
Energy relative to the best compared isomer or geometry (same formula, charge and spin) (eV): 0.713

Structure (XYZ):
```
2
C2 (wB97M-V/def2-TZVPD)
C 0.261 0.457 -0.556
C -0.261 -0.457 0.556
```

Want to see where the charge sits? The natural (NBO) charges in e are: 0.000, 0.000

Density functional theory data (wB97M-V/def2-TZVPD) for C15H8N3O5Yb as an isolated structure.

Calculated values
Highest occupied orbital energy (alpha / beta) (eV): -14.94 / -14.94
LUMO (alpha / beta) (Ha): -0.3421 / -0.3420
Net charge: +2
Calculated total energy (Eh): -2274.83977
Spin multiplicity: 2
Max |F| (eV Å⁻¹): 5.0
Energy relative to the best compared isomer or geometry (same formula, charge and spin) (eV): 0.000

Structure (XYZ):
```
32
C15H8N3O5Yb (wB97M-V/def2-TZVPD)
Yb -1.705 -0.655 -2.624
O -4.698 -5.232 -4.351
O 1.089 1.127 -3.281
O -3.604 1.994 -1.769
O -0.866 -3.304 -4.517
O -2.940 0.465 -5.996
N -0.754 -0.266 -0.781
N 4.754 1.619 6.017
N 0.276 0.136 1.108
C 3.284 -0.160 3.308
C -0.268 1.329 0.702
C 2.356 -0.502 2.303
C 0.837 1.166 3.209
C -3.835 -4.509 -4.281
C 2.993 0.841 4.249
C 0.089 0.605 -3.372
C -1.130 -2.310 -4.054
C 1.757 1.494 4.202
C -2.474 0.187 -5.001
C -0.858 1.113 -0.530
C 1.119 0.158 2.254
C 3.980 1.253 5.232
C 0.010 -0.827 0.181
C -3.022 1.177 -2.308
H -0.134 2.271 1.168
H 0.287 -1.889 0.135
H 1.531 2.274 4.931
H 2.593 -1.233 1.543
H -0.094 1.736 3.189
H -1.257 1.953 -1.119
H 4.244 -0.659 3.338
H -3.560 -1.352 -3.082
```

Want to see where the charge sits? The natural (NBO) charges in e are: 1.429, -0.439, -0.290, -0.311, -0.258, -0.344, -0.735, -0.194, -0.280, -0.137, 0.016, -0.189, -0.160, 0.447, -0.107, 0.481, 0.472, -0.156, 0.512, -0.147, 0.075, 0.224, 0.254, 0.477, 0.271, 0.261, 0.261, 0.226, 0.223, 0.262, 0.258, -0.401

Density functional theory data (wB97M-V/def2-TZVPD) for one molecule with the formula C14H17N7O2S.

Calculated values
SMILES: [H]/N=C(/N)N[C@H](C)C(=O)Nc1nc(C(C)=O)c(-c2cncc(N)c2)s1
Highest occupied orbital energy (eV): -8.22
LUMO (Ha): 0.0066
Calculated total energy (Eh): -1475.65742
Max |F| (eV Å⁻¹): 4.7
Energy relative to the best compared isomer or geometry (same formula, charge and spin) (eV): 0.000

Structure (XYZ):
```
41
C14H17N7O2S (wB97M-V/def2-TZVPD)
S -0.171 -1.975 1.744
O -1.813 -1.649 -2.704
O 1.374 -0.259 3.763
N -3.147 -5.199 0.688
N 0.917 3.894 1.628
N -1.720 -6.225 -2.566
N 2.922 4.105 0.863
N -0.269 0.004 0.082
N 2.692 2.832 2.664
N 0.665 0.796 1.926
C 0.172 -0.312 1.260
C -2.505 -4.049 0.888
C 1.237 0.778 3.193
C -1.307 -4.268 -1.239
C -0.897 -1.074 -0.574
C -2.293 0.552 -2.109
C -2.937 -5.877 -0.459
C 2.830 1.973 4.905
C -0.942 -2.234 0.197
C -1.575 -3.533 -0.058
C -1.978 -5.472 -1.403
C 1.881 2.131 3.696
C 2.180 3.644 1.756
C -1.634 -0.797 -1.842
H 3.919 3.871 0.941
H 3.113 2.958 5.282
H 3.750 1.423 4.656
H -2.760 -3.524 1.790
H 0.709 1.685 1.444
H -1.052 -5.866 -3.259
H -2.931 0.794 -1.255
H -0.637 -3.928 -2.006
H 1.040 2.731 4.070
H 0.738 4.568 0.864
H -2.872 0.523 -3.032
H 2.377 1.366 5.683
H -1.501 1.305 -2.202
H 3.703 2.711 2.573
H -3.489 -6.797 -0.655
H -2.481 -6.815 -2.931
H 0.438 4.029 2.488
```

Want to see where the charge sits? The natural (NBO) charges in e are: 0.462, -0.544, -0.584, -0.388, -0.821, -0.822, -0.798, -0.461, -0.617, -0.636, 0.225, -0.002, 0.678, -0.184, 0.011, -0.698, -0.015, -0.607, -0.183, -0.095, 0.132, -0.132, 0.548, 0.562, 0.323, 0.220, 0.215, 0.199, 0.443, 0.393, 0.227, 0.233, 0.207, 0.428, 0.237, 0.235, 0.239, 0.413, 0.190, 0.390, 0.379

Density functional theory data (wB97M-V/def2-TZVPD) for C19H37O5PPdS2Si2Te as an isolated structure.

Calculated values
Highest occupied orbital energy (alpha / beta) (eV): -11.40 / -11.39
LUMO (alpha / beta) (Ha): -0.1874 / -0.2004
Net charge: +1
Calculated total energy (Eh): -3234.86181
Spin multiplicity: 2
Max |F| (eV Å⁻¹): 4.3
Energy relative to the best compared isomer or geometry (same formula, charge and spin) (eV): 2.740

Structure (XYZ):
```
68
C19H37O5PPdS2Si2Te (wB97M-V/def2-TZVPD)
Te -1.271 0.133 1.591
Pd 0.102 -1.309 -0.226
S -1.780 -2.619 -0.701
S 1.869 -2.321 -1.308
P -0.178 -3.418 -1.796
Si -1.167 3.319 2.334
Si 0.552 -1.981 3.645
O -0.675 0.677 -1.103
O -0.516 -4.923 -1.992
O 1.320 0.647 -0.220
O -1.349 2.764 -2.586
O -0.369 -2.898 -3.281
C -1.087 -1.028 3.373
C 2.035 -0.934 3.216
C -0.003 4.753 2.582
C -0.257 -1.537 -3.788
C 1.728 4.648 -3.145
C 0.842 2.444 -1.700
C 0.473 1.203 -0.976
C -0.076 1.736 2.283
C 0.479 -3.537 2.606
C -2.109 3.455 0.713
C 2.176 2.863 -1.624
C 1.046 -1.313 -4.519
C -2.320 3.089 3.788
C 0.530 -2.530 5.430
C -0.398 -6.064 -4.154
C 0.404 4.260 -3.223
C 2.625 3.950 -2.344
C -0.057 3.155 -2.511
C -1.303 -5.508 -3.083
H -0.287 4.810 -3.853
H -2.968 3.960 3.916
H -3.186 3.478 0.895
H 0.722 4.832 1.768
H 2.085 -0.022 3.816
H 1.040 -0.317 -4.965
H 1.891 -1.389 -3.843
H -1.762 2.960 4.720
H 2.062 5.506 -3.715
H 0.368 -3.321 1.545
H -1.907 2.623 0.037
H -0.566 5.690 2.622
H -1.095 -1.430 -4.473
H 2.049 -0.651 2.160
H 3.666 4.244 -2.297
H -2.963 2.214 3.650
H 0.549 4.661 3.522
H 1.402 -4.114 2.714
H -0.402 -0.826 -2.980
H 0.294 1.458 3.269
H 2.845 2.297 -0.991
H -1.907 -1.748 3.357
H 1.170 -2.054 -5.310
H 0.764 1.874 1.599
H -1.835 3.347 -3.180
H 2.950 -1.499 3.413
H -0.998 -6.596 -4.893
H 0.149 -5.262 -4.649
H -1.883 -6.292 -2.606
H 0.318 -6.761 -3.717
H -1.975 -4.753 -3.485
H -0.333 -3.169 5.629
H 0.501 -1.688 6.127
H -1.259 -0.326 4.194
H -0.359 -4.174 2.895
H 1.432 -3.111 5.647
H -1.842 4.373 0.184
```

Want to see where the charge sits? The natural (NBO) charges in e are: 1.048, 0.691, -0.357, -0.379, 1.720, 1.631, 1.639, -0.635, -0.851, -0.695, -0.658, -0.865, -1.163, -1.132, -1.116, -0.062, -0.142, -0.298, 0.766, -1.139, -1.113, -1.136, -0.121, -0.638, -1.124, -1.115, -0.636, -0.312, -0.253, 0.433, -0.048, 0.217, 0.256, 0.253, 0.247, 0.242, 0.227, 0.224, 0.244, 0.229, 0.216, 0.248, 0.253, 0.203, 0.242, 0.230, 0.235, 0.247, 0.254, 0.200, 0.256, 0.239, 0.262, 0.221, 0.280, 0.489, 0.259, 0.233, 0.221, 0.209, 0.226, 0.198, 0.247, 0.242, 0.258, 0.248, 0.251, 0.252

Density functional theory data (wB97M-V/def2-TZVPD) for one molecule with the formula C2H5NO.

Calculated values
SMILES: C=[N+](C)[O-]
Highest occupied orbital energy (eV): -8.83
LUMO (Ha): 0.0315
Calculated total energy (Eh): -209.02241
Max |F| (eV Å⁻¹): 7.4
Energy relative to the best compared isomer or geometry (same formula, charge and spin) (eV): 5.440

Structure (XYZ):
```
9
C2H5NO (wB97M-V/def2-TZVPD)
O 1.080 -0.183 1.560
N 0.470 -0.049 0.496
C 0.976 -0.169 -0.718
C -0.991 0.308 0.229
H -1.030 0.608 1.177
H -1.651 -0.580 0.493
H -1.035 0.560 -0.726
H 0.350 0.158 -1.559
H 1.831 -0.654 -0.952
```

Want to see where the charge sits? The natural (NBO) charges in e are: -0.477, 0.166, -0.245, -0.479, 0.248, 0.210, 0.224, 0.163, 0.189